{
  "formula": "C29H26BN11S2V",
  "method": "ωB97M-V/def2-TZVPD",
  "symbols": ["V", "S", "S", "N", "N", "N", "N", "N", "N", "N", "N", "N", "N", "N", "C", "C", "C", "C", "C", "C", "C", "C", "C", "C", "C", "C", "C", "C", "C", "C", "C", "C", "C", "C", "C", "C", "C", "C", "C", "C", "C", "C", "C", "B", "H", "H", "H", "H", "H", "H", "H", "H", "H", "H", "H", "H", "H", "H", "H", "H", "H", "H", "H", "H", "H", "H", "H", "H", "H", "H"],
  "coordinates": [[-0.125118, -0.326816, -0.310565], [3.966180, -0.404167, -2.522425], [0.575704, -1.874797, 1.790042], [-2.505976, 0.744465, 0.906023], [-0.927798, 1.113774, -1.506850], [1.941144, -3.980647, 0.702187], [1.818019, 0.233607, -1.266259], [-2.586749, 3.210365, 1.216640], [-2.014578, -0.455929, 0.506162], [-0.356821, 2.043520, 1.378685], [0.495926, 1.004963, 1.140978], [-1.483023, 2.192892, -0.875185], [0.173544, -4.593597, 1.746636], [-3.380326, 3.981487, 0.430450], [2.261267, -3.156873, -2.587888], [1.597292, 1.234971, 1.849341], [0.241135, 2.919244, 2.202990], [0.474974, -2.053306, -1.313109], [1.740749, -2.053751, -1.915139], [-4.093190, 4.721580, 1.256471], [1.900690, -5.354712, 0.616859], [2.544103, 1.416237, -1.394902], [1.493992, -4.304034, -2.696439], [-2.941733, -1.366535, 0.785529], [4.630489, 2.326403, -2.258787], [-4.057060, -0.766607, 1.359096], [1.489649, 2.436756, 2.538365], [-2.834694, 3.461164, 2.532151], [-0.768587, 1.456798, -2.784684], [2.992444, 3.746128, -1.185536], [-0.271045, -3.227638, -1.449312], [3.768192, 1.254424, -2.045178], [0.795244, -5.740978, 1.283813], [-3.795403, 4.433619, 2.603149], [2.432259, -0.766071, -1.836130], [-3.736997, 0.575058, 1.413450], [0.220565, -4.331019, -2.135302], [-1.040664, -4.575192, 2.547880], [0.887017, -3.508327, 1.390394], [-1.658531, 3.180535, -1.763367], [-1.220241, 2.749969, -3.002055], [2.142273, 2.682452, -0.968535], [4.229848, 3.570973, -1.818127], [-1.749052, 2.094349, 0.655832], [2.214243, 2.893396, 3.188064], [-1.812994, -5.152951, 2.043475], [2.626281, -3.369781, 0.290832], [3.244795, -3.118733, -3.043567], [5.577248, 2.190447, -2.763282], [-1.353806, -3.540736, 2.658615], [2.696209, 4.735550, -0.863614], [-1.265720, -3.292692, -1.017616], [1.874362, -5.165712, -3.228501], [-4.968254, -1.235475, 1.683874], [-4.798948, 5.433787, 0.859970], [-4.220455, 4.870031, 3.489649], [2.407086, 0.525221, 1.816841], [-0.336861, 0.749895, -3.475741], [1.182514, 2.823046, -0.491283], [-2.343515, 2.904889, 3.313505], [-0.254119, 3.831401, 2.486507], [-1.237519, 3.298343, -3.926412], [-0.845971, -5.001411, 3.530062], [-2.759292, -2.404689, 0.560460], [-4.300925, 1.417976, 1.776093], [0.388616, -6.719639, 1.463327], [2.648602, -5.925589, 0.098793], [-2.112754, 4.104348, -1.453812], [4.877561, 4.422821, -1.973332], [-0.391498, -5.218478, -2.240255]],
  "forces_ev_per_a": [[0.984, -1.180, -0.036], [0.074, 0.026, -0.043], [0.039, 0.105, -0.201], [0.002, -0.034, -0.164], [-0.094, 0.692, -0.004], [0.058, -0.029, 0.104], [-0.111, -0.064, 0.070], [0.072, 0.153, -0.009], [-0.180, 0.291, 0.242], [0.054, -0.173, -0.157], [-0.361, 0.560, 0.516], [-0.127, -0.149, -0.020], [-0.046, -0.005, 0.090], [0.017, 0.010, 0.063], [0.006, -0.073, -0.003], [0.031, -0.131, -0.104], [-0.037, 0.073, -0.015], [-0.316, -0.137, -0.267], [0.091, 0.228, 0.022], [-0.030, -0.013, -0.026], [-0.009, 0.029, 0.029], [-0.154, -0.070, 0.124], [-0.035, 0.000, 0.021], [0.106, -0.105, -0.043], [-0.032, -0.012, -0.003], [-0.023, 0.018, 0.007], [-0.026, 0.065, 0.019], [-0.065, -0.041, 0.016], [0.094, -0.155, -0.013], [-0.003, 0.004, -0.006], [-0.026, 0.068, 0.018], [0.102, 0.036, -0.015], [0.005, 0.009, -0.067], [0.030, -0.027, 0.000], [-0.162, -0.142, -0.015], [-0.003, 0.056, 0.026], [0.007, -0.016, -0.042], [0.026, -0.001, -0.048], [0.028, 0.082, -0.020], [-0.014, 0.079, -0.021], [-0.006, 0.020, 0.021], [0.044, 0.028, -0.048], [-0.009, -0.009, 0.006], [-0.023, -0.116, -0.002], [0.006, 0.001, -0.004], [-0.012, 0.009, 0.013], [0.008, -0.009, -0.057], [-0.001, 0.020, -0.002], [0.005, 0.000, 0.006], [-0.019, -0.004, 0.009], [0.007, 0.003, -0.005], [0.005, 0.003, -0.004], [0.000, -0.001, -0.007], [-0.001, -0.001, -0.003], [0.002, 0.003, 0.002], [-0.003, 0.005, -0.001], [0.014, 0.000, 0.012], [0.015, 0.015, -0.004], [0.003, 0.014, -0.016], [0.047, 0.016, 0.010], [-0.010, 0.007, 0.037], [-0.005, -0.005, -0.005], [-0.003, 0.004, 0.008], [-0.006, -0.006, 0.013], [-0.027, -0.022, -0.005], [0.004, -0.002, 0.016], [-0.003, -0.001, -0.002], [0.001, -0.005, -0.018], [-0.008, 0.009, 0.003], [0.005, -0.001, 0.004]],
  "total_charge": 1,
  "s_squared": 2.024,
  "e_above_lowest_kj_mol": 0.0,
  "spin_multiplicity": 3,
  "e_tot_ev": -94921.0445,
  "homo_energy_ev": [-10.873, -10.903]
}

{
  "formula": "C29H26BrF4GaN2O2P",
  "method": "ωB97M-V/def2-TZVPD",
  "symbols": ["Br", "Ga", "P", "F", "F", "F", "F", "O", "O", "N", "N", "C", "C", "C", "C", "C", "C", "C", "C", "C", "C", "C", "C", "C", "C", "C", "C", "C", "C", "C", "C", "C", "C", "C", "C", "C", "C", "C", "C", "C", "H", "H", "H", "H", "H", "H", "H", "H", "H", "H", "H", "H", "H", "H", "H", "H", "H", "H", "H", "H", "H", "H", "H", "H", "H", "H"],
  "coordinates": [[-1.995520, -2.876153, 0.762112], [0.768749, -0.782987, -0.023626], [-1.343833, 0.487555, -0.240972], [-6.875257, -1.603682, 0.065835], [-3.824004, 1.795565, -0.767936], [-4.873862, -3.301588, 0.629113], [-6.328823, 0.954395, -0.621231], [2.717214, -0.736649, 0.203320], [1.315191, 1.203868, -0.081909], [1.074819, -2.847582, -0.211278], [3.581407, -2.356689, 1.503956], [1.274730, -5.587033, -0.486679], [-1.787806, 2.728523, 1.325533], [-5.357701, 0.108110, -0.372344], [3.727883, -1.368035, 0.649245], [-3.285871, -1.632536, 0.215688], [2.295225, 2.955887, 1.157155], [5.101824, -0.984640, 0.213061], [1.650873, -3.580196, 0.763882], [-1.952511, 1.584205, -4.052867], [2.265932, -2.833306, 1.912445], [-0.687127, 2.669273, -1.811002], [-0.743852, 1.516315, 3.622111], [0.714847, -4.822563, -1.499650], [-4.595572, -2.060800, 0.274381], [-4.044110, 0.522314, -0.448826], [-0.780395, 3.404361, -2.979628], [-1.419480, 2.868383, -4.092608], [1.751300, -4.952963, 0.654858], [-0.730552, 0.842111, 2.414924], [-2.966938, -0.325638, -0.171178], [-5.638438, -1.195545, -0.016643], [3.062473, 2.349404, -1.210736], [-1.875152, 0.842164, -2.888247], [2.175193, 2.099063, -0.050141], [-1.269983, 1.399970, -1.756166], [-1.790594, 3.402099, 2.541655], [-1.275708, 2.802335, 3.682482], [-1.252554, 1.442126, 1.268513], [0.616495, -3.461069, -1.322540], [2.198956, -5.523335, 1.459653], [4.086129, 2.540649, -0.880552], [5.053884, -0.204158, -0.538963], [-0.192057, 3.088798, -0.945403], [0.350232, -5.275124, -2.412692], [2.374745, -3.462284, 2.789826], [2.734160, 3.278938, -1.692928], [1.350629, -6.662496, -0.584498], [5.618601, -1.849809, -0.205442], [3.074955, 2.515456, 1.793803], [4.403609, -2.835023, 1.845575], [1.368486, 2.979086, 1.730349], [-0.348770, 1.046542, 4.514093], [-2.424548, 1.164545, -4.931996], [-1.500790, 3.454532, -4.999913], [1.641942, -1.978300, 2.188532], [-2.217210, 3.197363, 0.450222], [2.630909, 3.961377, 0.904042], [0.162852, -2.833741, -2.077853], [-1.284274, 3.333930, 4.625627], [5.684640, -0.627450, 1.065111], [-0.323750, -0.168870, 2.369373], [3.025306, 1.542650, -1.937708], [-0.362950, 4.402091, -3.025363], [-2.299704, -0.155205, -2.850214], [-2.204474, 4.401445, 2.593258]],
  "forces_ev_per_a": [[0.213, -0.039, 0.096], [0.367, -0.040, -0.012], [-0.066, -0.883, 0.531], [-0.059, -0.040, -0.005], [-0.053, 0.095, 0.004], [-0.054, 0.049, 0.006], [-0.050, 0.042, -0.045], [0.064, -0.080, 0.071], [0.013, -0.112, -0.063], [-0.440, 0.493, -0.421], [-0.061, 0.017, 0.171], [0.037, 0.013, 0.017], [-0.015, -0.026, 0.114], [-0.158, 0.153, -0.033], [0.044, -0.023, -0.063], [0.158, 0.165, -0.002], [-0.015, 0.017, 0.047], [0.002, 0.077, 0.003], [-0.106, -0.126, -0.056], [0.099, -0.017, -0.082], [-0.053, 0.032, -0.154], [-0.090, 0.010, -0.066], [0.020, -0.014, 0.029], [0.001, -0.089, -0.083], [0.125, -0.245, 0.074], [0.275, -0.020, 0.033], [0.045, 0.017, -0.035], [-0.020, -0.012, -0.037], [-0.047, -0.037, -0.004], [0.010, 0.056, -0.084], [-0.060, 0.019, -0.217], [-0.198, -0.070, 0.004], [0.013, -0.039, -0.018], [0.026, 0.004, 0.060], [0.073, 0.202, -0.062], [0.194, 0.095, -0.155], [-0.008, 0.068, 0.006], [0.026, -0.024, -0.007], [0.098, 0.228, -0.069], [0.084, 0.066, 0.181], [-0.013, 0.019, -0.036], [-0.031, 0.014, 0.019], [-0.026, 0.006, -0.016], [-0.128, 0.051, 0.002], [0.002, 0.028, 0.045], [-0.010, -0.029, 0.037], [-0.015, -0.030, 0.039], [-0.018, 0.008, 0.000], [-0.006, -0.011, 0.022], [-0.018, 0.025, -0.055], [0.050, 0.025, 0.026], [0.005, -0.033, -0.047], [-0.018, 0.029, -0.027], [-0.011, 0.023, 0.045], [0.009, -0.025, 0.041], [0.021, 0.039, 0.206], [0.025, -0.007, 0.023], [-0.001, -0.026, 0.002], [-0.063, 0.033, -0.029], [-0.021, -0.009, -0.033], [-0.025, -0.029, 0.001], [-0.047, -0.071, 0.068], [-0.013, -0.007, -0.003], [-0.016, -0.021, 0.002], [-0.076, 0.052, -0.018], [0.010, -0.038, 0.012]],
  "total_charge": 3,
  "e_above_lowest_kj_mol": 191.4,
  "e_tot_ev": -180122.2208,
  "homo_energy_ev": -17.000
}

{
  "formula": "C29H26CsN7OTe4",
  "method": "ωB97M-V/def2-TZVPD",
  "symbols": ["Cs", "Te", "Te", "Te", "Te", "O", "N", "N", "N", "N", "N", "N", "N", "C", "C", "C", "C", "C", "C", "C", "C", "C", "C", "C", "C", "C", "C", "C", "C", "C", "C", "C", "C", "C", "C", "C", "C", "C", "C", "C", "C", "C", "H", "H", "H", "H", "H", "H", "H", "H", "H", "H", "H", "H", "H", "H", "H", "H", "H", "H", "H", "H", "H", "H", "H", "H", "H", "H"],
  "coordinates": [[11.548864, 8.439979, 19.997226], [14.347319, 7.801271, 23.907886], [16.493927, 6.122330, 19.806304], [15.236508, 8.053002, 21.297181], [11.948474, 6.882602, 23.792653], [9.381865, 8.970224, 18.407282], [6.689678, 7.356189, 8.869953], [12.875014, 9.291898, 9.723248], [13.421632, 12.770815, 15.394067], [8.858491, 10.908428, 10.848797], [9.120831, 13.296869, 11.277834], [12.272388, 10.756316, 12.760548], [7.216944, 9.765317, 17.692775], [8.444937, 8.871907, 17.541554], [12.461294, 13.169237, 12.692077], [7.182010, 8.337645, 11.058545], [5.318457, 9.194236, 9.717934], [11.460729, 8.277853, 11.266724], [8.009437, 7.476570, 16.953585], [11.832348, 10.957488, 15.594286], [12.117071, 9.383089, 10.861449], [12.778013, 12.097829, 17.560104], [12.590762, 11.895020, 14.847727], [11.897929, 11.093478, 17.008030], [13.120042, 8.111626, 9.161369], [9.188231, 11.801594, 13.017665], [8.141431, 8.304055, 12.129574], [5.758184, 8.286115, 8.648314], [6.146731, 9.225693, 10.895150], [8.986655, 12.210548, 10.500863], [13.400183, 12.926067, 16.719280], [12.780632, 6.871221, 9.766604], [7.303319, 7.352293, 10.083531], [12.112070, 10.702667, 11.429907], [12.333968, 13.160068, 11.279310], [8.693702, 8.669793, 16.136973], [11.860311, 7.020887, 10.707858], [8.782522, 9.368721, 12.661006], [9.059311, 10.684924, 12.177218], [12.013396, 11.942557, 10.655959], [9.319561, 13.034889, 12.523408], [12.434481, 11.923851, 13.347416], [13.121832, 8.185618, 8.139834], [7.419633, 10.695652, 18.095352], [9.078367, 9.264549, 13.633535], [14.067783, 13.682387, 17.116485], [6.493011, 9.226213, 18.238051], [8.044931, 9.081759, 15.393735], [8.684705, 12.607470, 9.534293], [12.713556, 12.188558, 18.687055], [8.152896, 7.307814, 12.609781], [12.799845, 6.019069, 9.286929], [12.077522, 11.859325, 9.562088], [11.395218, 10.161593, 15.117399], [6.988890, 7.276266, 16.568603], [5.987219, 10.002326, 11.423498], [9.706080, 8.547346, 15.891702], [11.402568, 10.357636, 17.645353], [8.049234, 6.562782, 10.068305], [9.211109, 13.823043, 13.196301], [12.897708, 14.057033, 13.142937], [11.126685, 8.187648, 12.106894], [8.599791, 6.632971, 17.145057], [11.734516, 6.126286, 11.338760], [12.571627, 13.964320, 10.721924], [4.380157, 9.916041, 9.602634], [5.140847, 8.298213, 7.741135], [9.262107, 11.477184, 13.987575]],
  "forces_ev_per_a": [[0.123, -0.274, 0.400], [1.655, 0.352, -0.239], [-0.208, 0.020, 0.325], [0.138, 0.334, -0.177], [-1.698, -0.533, -0.141], [1.479, 0.173, 1.109], [-0.445, 0.679, 0.563], [-0.344, -0.115, -0.358], [-0.966, 0.823, -0.570], [0.962, 1.699, -0.132], [0.554, -0.372, -2.243], [-0.312, -0.556, -0.882], [-0.955, -1.071, 0.540], [-2.900, 0.652, 0.402], [1.093, -0.648, -1.716], [0.149, -1.043, -1.732], [0.740, -0.519, -0.704], [4.999, -1.560, -7.597], [-0.887, 2.374, -1.324], [2.055, 2.655, 2.673], [1.395, -0.674, -2.849], [-3.803, -2.461, 2.077], [-0.225, -0.729, 0.006], [1.433, 0.098, -1.227], [-1.908, 0.276, 2.238], [0.905, -3.740, -0.864], [-0.071, 0.754, 1.331], [-1.894, 1.254, 2.729], [-0.921, -3.745, -5.924], [-1.597, 0.305, -0.049], [2.074, 0.656, -0.631], [-0.395, 5.520, -0.627], [-0.074, -0.101, -2.340], [-0.609, 3.801, 0.859], [-0.940, -4.127, 2.820], [-0.490, -1.497, -0.634], [-0.397, -0.036, 4.023], [-0.707, -1.417, -0.854], [-2.151, 2.008, -2.536], [1.868, -1.566, 0.510], [-1.398, 0.392, 1.277], [0.290, 1.327, 1.060], [1.718, 0.001, -2.665], [0.054, -1.143, 0.036], [1.391, -0.781, 2.363], [0.016, 0.144, -0.084], [1.209, 1.283, -0.422], [-0.218, 0.393, -0.167], [0.360, -1.250, -0.643], [0.624, 0.188, -1.539], [0.312, 0.840, 0.258], [1.212, -4.410, -2.286], [-0.468, 0.010, 0.530], [-1.423, -1.585, -0.969], [0.622, 0.176, 0.574], [-0.890, 5.003, 4.557], [1.356, -0.308, -0.575], [-0.209, 0.366, -0.208], [0.112, 0.125, 0.835], [0.666, 1.583, 1.093], [-0.548, -0.229, 0.438], [-4.836, -0.330, 9.128], [0.844, -0.929, 0.408], [-1.148, 0.320, -0.420], [0.326, 2.780, -1.762], [2.385, -1.648, 0.174], [0.747, -0.259, 0.019], [0.169, 0.291, 2.731]],
  "total_charge": -2,
  "e_above_lowest_kj_mol": 0.0,
  "e_tot_ev": -72688.8684,
  "homo_energy_ev": -0.879
}